1.
The following is a DFT calculation (the ωB97M-V functional and the def2-TZVPD basis) of a molecular structure, C29H41F5P2STi in a non-equilibrium geometry.

ORCA input file:
```
! RIJCOSX wB97M-V def2-TZVPD def2/J DEFGRID3
* xyz 1 2
Ti 1.14 -0.93 0.54
C -0.99 -1.31 2.53
C -0.62 -2.30 1.55
C 1.29 -1.73 2.70
C 0.15 -0.99 3.27
C 0.73 -2.73 1.81
C -2.37 -0.86 2.87
H -3.06 -0.97 2.02
H -2.40 0.19 3.19
H -2.79 -1.47 3.69
C 0.19 -0.22 4.52
H -0.54 0.59 4.45
H 1.18 0.20 4.73
H -0.09 -0.84 5.38
C 2.69 -1.73 3.21
H 3.22 -2.66 2.84
H 2.74 -1.71 4.32
H 3.22 -0.82 2.84
C 1.31 -4.07 1.50
H 1.69 -4.53 2.42
H 2.12 -4.01 0.76
H 0.58 -4.77 1.10
C -1.59 -3.04 0.69
H -1.36 -4.11 0.62
H -1.60 -2.61 -0.33
H -2.62 -2.92 1.08
C -2.44 2.65 -0.38
C -3.28 1.66 0.00
C -3.37 0.38 -0.79
C -3.46 0.71 -2.33
C -2.18 0.42 -3.13
C -1.21 0.09 -2.11
C -0.53 1.08 -1.15
C -1.23 2.47 -1.29
H -4.15 -0.34 -0.50
H -3.92 1.69 -2.52
H -2.47 -0.19 -0.56
H -1.51 2.63 -2.34
H -2.65 3.73 -0.13
H -3.91 1.73 0.89
H -0.50 3.27 -1.11
H -0.50 0.72 -0.07
H -1.24 -0.95 -1.71
H 0.56 1.25 -1.35
H -4.19 -0.04 -2.69
H -2.44 -0.43 -3.77
P -0.44 0.99 -4.13
C -0.20 2.59 -5.00
C -1.10 0.13 -5.64
P 1.38 -1.04 -2.32
C 1.19 0.27 -3.70
C 1.03 -2.42 -3.55
C 3.20 -1.16 -2.49
H 0.79 3.01 -4.78
H -1.00 3.32 -4.78
H -0.24 2.38 -6.08
H -0.79 0.64 -6.56
H -2.20 0.19 -5.62
H -0.77 -0.92 -5.67
H 3.56 -0.85 -3.49
H 3.47 -2.20 -2.30
H 3.64 -0.51 -1.72
H 1.87 1.11 -3.48
H 1.54 -0.11 -4.70
H 1.66 -3.28 -3.28
H 1.25 -2.16 -4.59
H -0.02 -2.72 -3.49
F 2.12 3.79 6.67
C 2.07 3.19 5.47
C 1.07 3.50 4.56
F 0.18 4.45 4.92
C 1.02 2.84 3.31
F -0.04 3.07 2.48
C 2.00 1.91 2.92
S 2.02 1.03 1.32
C 3.05 1.69 3.83
F 4.16 0.98 3.46
C 3.02 2.24 5.12
F 3.92 1.88 6.05
*
```

The total energy is -3558.76491 Ha. For the energy relative to the best compared isomer or geometry (same formula, charge and spin), the calculation gives 314.4 kJ/mol.

Here are the Löwdin charges for atoms 1 to 2, given in e: number 1, Ti, carries 0.726; number 2, C, carries -0.188

---

2.
The following is a DFT calculation (the ωB97M-V functional and the def2-TZVPD basis) of a molecular structure, C29H41F5P2SZr in a non-equilibrium geometry.

ORCA input file:
```
! RIJCOSX wB97M-V def2-TZVPD def2/J DEFGRID3
* xyz 2 1
Zr -0.41 0.81 1.00
C 1.15 -1.22 1.77
C 1.74 0.05 1.26
C 1.36 0.21 3.56
C 1.11 -1.13 3.18
C 1.68 0.97 2.39
C 1.41 -2.54 1.16
H 1.43 -2.61 0.06
H 0.66 -3.26 1.53
H 2.38 -2.90 1.53
C 0.95 -2.24 4.15
H 0.46 -3.13 3.75
H 0.41 -1.90 5.04
H 1.96 -2.52 4.51
C 1.30 0.73 4.96
H 0.46 0.33 5.48
H 1.13 1.81 4.96
H 2.22 0.53 5.54
C 2.32 2.30 2.53
H 3.19 2.15 3.18
H 1.66 3.02 3.02
H 2.69 2.72 1.59
C 2.91 0.08 0.30
H 3.82 0.50 0.77
H 2.71 0.66 -0.60
H 3.21 -0.94 -0.01
C -0.53 -2.69 -2.86
C 0.73 -3.16 -2.85
C 1.98 -2.33 -3.10
C 1.74 -1.45 -4.33
C 1.38 -0.04 -3.84
C 1.05 0.29 -2.59
C 0.17 -0.58 -1.68
C -0.93 -1.30 -2.49
H 2.86 -2.91 -3.12
H 0.88 -1.76 -4.98
H 2.15 -1.67 -2.25
H -1.18 -0.68 -3.42
H -1.34 -3.26 -3.33
H 0.95 -4.21 -2.70
H -1.84 -1.37 -1.87
H 0.70 -1.29 -1.02
H 1.44 1.18 -2.12
H -0.49 0.10 -1.00
H 2.66 -1.40 -4.94
H 1.47 0.80 -4.59
P -1.94 1.11 -3.59
C -3.54 0.90 -4.43
C -0.97 1.67 -5.04
P -0.57 2.49 -1.23
C -2.12 2.40 -2.35
C 0.21 3.88 -2.28
C -1.25 3.66 -0.01
H -4.35 1.18 -3.75
H -3.66 -0.13 -4.77
H -3.54 1.57 -5.31
H -1.66 2.14 -5.75
H -0.51 0.81 -5.55
H -0.18 2.38 -4.77
H -2.02 4.28 -0.52
H -0.41 4.29 0.32
H -1.68 3.13 0.87
H -2.95 2.17 -1.67
H -2.31 3.35 -2.89
H 0.65 4.62 -1.60
H -0.53 4.40 -2.90
H 1.01 3.53 -2.94
F -2.58 -4.12 5.28
C -2.50 -2.85 4.83
C -2.40 -2.60 3.45
F -2.34 -3.63 2.60
C -2.15 -1.30 3.06
F -1.78 -0.96 1.70
C -1.92 -0.28 3.95
S -1.54 1.34 3.27
C -1.96 -0.59 5.34
F -1.84 0.42 6.24
C -2.25 -1.86 5.79
F -2.17 -2.16 7.11
*
```

The total energy is -2756.06461 Ha. For the energy relative to the best compared isomer or geometry (same formula, charge and spin), the calculation gives 387.6 kJ/mol.

Here are the Löwdin charges for atoms 1 to 2, given in e: number 1, Zr, carries 1.506; number 2, C, carries -0.255

---

3.
The following is a DFT calculation (the ωB97M-V functional and the def2-TZVPD basis) of a molecular structure, C29H41MnN2OP2.

ORCA input file:
```
! RIJCOSX wB97M-V def2-TZVPD def2/J DEFGRID3
* xyz 1 6
Mn 0.10 -0.90 -0.08
C 2.50 -1.35 -3.13
C 3.39 -0.91 -1.97
C 4.15 -2.09 -1.36
P 2.37 -0.06 -0.70
C 3.53 0.53 0.62
C 3.68 -0.53 1.70
C 3.05 1.86 1.20
C 1.67 1.40 -1.53
C 2.34 2.05 -2.55
C 1.76 3.09 -3.26
C 0.46 3.45 -2.95
C -0.23 2.82 -1.92
C 0.36 1.81 -1.15
N -0.28 1.11 -0.13
C -1.21 1.67 0.73
C -1.47 3.05 0.81
C -2.40 3.57 1.69
C -3.10 2.75 2.56
C -2.80 1.40 2.56
C -1.88 0.84 1.68
P -1.23 -0.83 2.05
C -0.58 -0.64 3.76
C 0.29 0.61 3.89
C 0.18 -1.88 4.21
C -2.58 -2.10 2.18
C -3.99 -1.57 2.43
C -2.57 -3.03 0.98
H 3.11 -1.87 -3.88
H 2.01 -0.51 -3.61
H 1.73 -2.05 -2.78
H 4.13 -0.19 -2.34
H 3.46 -2.79 -0.87
H 4.89 -1.78 -0.64
H 4.67 -2.64 -2.15
H 4.50 0.68 0.13
H 2.71 -0.75 2.16
H 4.35 -0.17 2.49
H 4.08 -1.47 1.33
H 2.01 1.81 1.53
H 3.13 2.67 0.48
H 3.66 2.12 2.07
H 3.35 1.74 -2.82
H 2.30 3.60 -4.05
H -0.04 4.24 -3.51
H -1.26 3.11 -1.74
H -0.91 3.74 0.21
H -2.55 4.64 1.71
H -3.83 3.16 3.25
H -3.28 0.77 3.30
H -1.47 -0.50 4.40
H 1.19 0.51 3.28
H 0.61 0.73 4.92
H -0.23 1.52 3.58
H 1.07 -2.03 3.59
H -0.41 -2.79 4.16
H 0.51 -1.76 5.24
H -2.28 -2.68 3.06
H -4.29 -0.84 1.68
H -4.11 -1.12 3.41
H -4.69 -2.41 2.38
H -2.93 -2.53 0.08
H -3.23 -3.88 1.17
H -1.57 -3.42 0.75
O -0.83 -1.88 -1.56
N -1.50 -1.46 -2.62
C -1.87 -0.18 -2.74
C -2.56 0.24 -3.86
C -2.87 -0.67 -4.85
C -2.48 -1.99 -4.70
C -1.79 -2.37 -3.58
H -1.59 0.45 -1.90
H -2.84 1.28 -3.93
H -3.41 -0.35 -5.74
H -2.70 -2.74 -5.45
H -1.44 -3.37 -3.36
*
```

The total energy is -3147.92793 Ha. For the energy relative to the best compared isomer or geometry (same formula, charge and spin), the calculation gives 14.8 kJ/mol.

Here are the Löwdin charges for atoms 1 to 2, given in e: number 1, Mn, carries 0.701; number 2, C, carries -0.113

---

4.
The following is a DFT calculation (the ωB97M-V functional and the def2-TZVPD basis) of a molecular structure, C29H41N6Si2V.

ORCA input file:
```
! RIJCOSX wB97M-V def2-TZVPD def2/J DEFGRID3
* xyz 1 2
V 0.09 0.27 0.52
C -1.14 1.13 4.58
C -2.15 0.19 4.75
C -2.45 -0.70 3.73
C -1.75 -0.63 2.53
N -0.77 0.28 2.39
C -0.48 1.14 3.37
C -1.94 -1.54 1.39
C -2.95 -2.51 1.37
C -3.03 -3.38 0.30
C -2.10 -3.30 -0.73
C -1.12 -2.32 -0.72
C -1.04 -1.41 0.33
H -0.87 1.83 5.35
H -2.69 0.14 5.69
H -3.23 -1.44 3.87
H 0.32 1.85 3.17
H -3.67 -2.58 2.17
H -3.81 -4.14 0.27
H -2.15 -4.00 -1.56
H -0.42 -2.27 -1.55
C 2.77 3.68 -1.64
C 1.54 3.67 -0.79
C 1.24 4.72 0.08
C 0.11 4.63 0.89
C -0.69 3.51 0.81
C -0.35 2.53 -0.12
N 0.75 2.60 -0.89
N -1.13 1.34 -0.29
Si -2.65 1.42 -1.24
C -4.07 1.07 -0.08
C -2.74 3.15 -1.92
C -2.61 0.18 -2.62
H 2.82 4.59 -2.24
H 2.77 2.82 -2.30
H 3.67 3.66 -1.02
H 1.88 5.59 0.12
H -0.13 5.43 1.58
H -1.58 3.39 1.42
H -4.17 1.85 0.68
H -3.94 0.11 0.42
H -5.01 1.03 -0.64
H -2.81 3.92 -1.15
H -3.62 3.24 -2.56
H -1.87 3.38 -2.54
H -2.76 -0.84 -2.27
H -1.67 0.22 -3.18
H -3.41 0.42 -3.33
N 0.61 -4.01 2.00
N 1.40 -3.57 0.89
H 0.82 -4.97 2.26
H -0.36 -3.97 1.71
H 1.47 -4.27 0.16
H 2.34 -3.39 1.22
C 2.04 -0.99 2.92
Si 2.90 -0.05 1.53
C 4.61 -0.77 1.37
C 3.05 1.77 1.96
N 1.83 -0.17 0.09
C 2.26 -0.20 -1.27
C 3.60 -0.19 -1.64
C 3.97 -0.25 -2.98
C 3.00 -0.32 -3.97
C 1.66 -0.32 -3.61
C 1.30 -0.26 -2.28
H 1.81 -0.35 3.77
H 2.74 -1.75 3.28
H 1.14 -1.54 2.64
H 4.96 -0.95 2.39
H 5.32 -0.11 0.88
H 4.63 -1.73 0.84
H 3.22 1.90 3.03
H 2.16 2.36 1.70
H 3.89 2.23 1.44
H 4.38 -0.11 -0.90
H 5.02 -0.24 -3.24
H 3.29 -0.38 -5.01
H 0.89 -0.36 -4.37
H 0.25 -0.23 -2.03
*
```

The total energy is -2981.09253 Ha. For the energy relative to the best compared isomer or geometry (same formula, charge and spin), the calculation gives 180.1 kJ/mol.

Here are the Löwdin charges for atoms 1 to 2, given in e: number 1, V, carries 0.916; number 2, C, carries -0.025

---

Q: Number 2 is which compound?
A: C29H41F5P2SZr

---

Q: Look up the energy relative to the best compared isomer or geometry (same formula, charge and spin) of the second one.
A: 387.6 kJ/mol

---

Please write out number 2 again, unchanged.
The following is a DFT calculation (the ωB97M-V functional and the def2-TZVPD basis) of a molecular structure, C29H41F5P2SZr in a non-equilibrium geometry.

ORCA input file:
```
! RIJCOSX wB97M-V def2-TZVPD def2/J DEFGRID3
* xyz 2 1
Zr -0.41 0.81 1.00
C 1.15 -1.22 1.77
C 1.74 0.05 1.26
C 1.36 0.21 3.56
C 1.11 -1.13 3.18
C 1.68 0.97 2.39
C 1.41 -2.54 1.16
H 1.43 -2.61 0.06
H 0.66 -3.26 1.53
H 2.38 -2.90 1.53
C 0.95 -2.24 4.15
H 0.46 -3.13 3.75
H 0.41 -1.90 5.04
H 1.96 -2.52 4.51
C 1.30 0.73 4.96
H 0.46 0.33 5.48
H 1.13 1.81 4.96
H 2.22 0.53 5.54
C 2.32 2.30 2.53
H 3.19 2.15 3.18
H 1.66 3.02 3.02
H 2.69 2.72 1.59
C 2.91 0.08 0.30
H 3.82 0.50 0.77
H 2.71 0.66 -0.60
H 3.21 -0.94 -0.01
C -0.53 -2.69 -2.86
C 0.73 -3.16 -2.85
C 1.98 -2.33 -3.10
C 1.74 -1.45 -4.33
C 1.38 -0.04 -3.84
C 1.05 0.29 -2.59
C 0.17 -0.58 -1.68
C -0.93 -1.30 -2.49
H 2.86 -2.91 -3.12
H 0.88 -1.76 -4.98
H 2.15 -1.67 -2.25
H -1.18 -0.68 -3.42
H -1.34 -3.26 -3.33
H 0.95 -4.21 -2.70
H -1.84 -1.37 -1.87
H 0.70 -1.29 -1.02
H 1.44 1.18 -2.12
H -0.49 0.10 -1.00
H 2.66 -1.40 -4.94
H 1.47 0.80 -4.59
P -1.94 1.11 -3.59
C -3.54 0.90 -4.43
C -0.97 1.67 -5.04
P -0.57 2.49 -1.23
C -2.12 2.40 -2.35
C 0.21 3.88 -2.28
C -1.25 3.66 -0.01
H -4.35 1.18 -3.75
H -3.66 -0.13 -4.77
H -3.54 1.57 -5.31
H -1.66 2.14 -5.75
H -0.51 0.81 -5.55
H -0.18 2.38 -4.77
H -2.02 4.28 -0.52
H -0.41 4.29 0.32
H -1.68 3.13 0.87
H -2.95 2.17 -1.67
H -2.31 3.35 -2.89
H 0.65 4.62 -1.60
H -0.53 4.40 -2.90
H 1.01 3.53 -2.94
F -2.58 -4.12 5.28
C -2.50 -2.85 4.83
C -2.40 -2.60 3.45
F -2.34 -3.63 2.60
C -2.15 -1.30 3.06
F -1.78 -0.96 1.70
C -1.92 -0.28 3.95
S -1.54 1.34 3.27
C -1.96 -0.59 5.34
F -1.84 0.42 6.24
C -2.25 -1.86 5.79
F -2.17 -2.16 7.11
*
```

The total energy is -2756.06461 Ha. For the energy relative to the best compared isomer or geometry (same formula, charge and spin), the calculation gives 387.6 kJ/mol.

Here are the Löwdin charges for atoms 1 to 2, given in e: number 1, Zr, carries 1.506; number 2, C, carries -0.255

---

Q: energy relative to the best compared isomer or geometry (same formula, charge and spin) of number 4 (C29H41N6Si2V)?
A: 180.1 kJ/mol